[1]
Formula: C3H10NS
Source: the Open Molecules 2025 dataset
Level of theory: the ωB97M-V functional and the def2-TZVPD basis

The geometry in ORCA input format:
```
! RIJCOSX wB97M-V def2-TZVPD def2/J DEFGRID3
* xyz 1 1
C -0.988 1.100 0.343
N -1.474 -0.040 1.074
H -0.535 1.873 0.959
H -1.654 1.320 -0.482
H -2.471 -0.115 0.982
H -1.224 0.058 2.048
C 0.420 -0.543 -1.832
S 0.628 0.763 -0.535
C 1.468 -0.303 0.713
H 1.424 -0.787 -2.155
H -0.066 -1.340 -1.271
H -0.310 -0.212 -2.564
H 1.412 0.125 1.704
H 2.454 -0.658 0.422
H 0.915 -1.241 0.595
*
```

Energy relative to the best compared isomer or geometry (same formula, charge and spin) ... 1.084 eV
Lowest unoccupied orbital energy ... -3.04 eV
HOMO-LUMO gap ... 11.6 eV
HOMO ... -14.6 eV



[2]
Formula: C22H16BCl4N6O3Pt
Source: the Open Molecules 2025 dataset
Level of theory: the ωB97M-V functional and the def2-TZVPD basis

The geometry in ORCA input format:
```
! RIJCOSX wB97M-V def2-TZVPD def2/J DEFGRID3
* xyz 1 5
Pt -0.188 2.453 0.550
C 3.783 2.966 1.016
C 2.548 3.475 0.695
N 1.737 2.459 0.199
N 2.407 1.269 0.314
C 3.618 1.544 0.841
B 1.582 -0.041 0.245
N 0.704 -0.037 1.537
C 0.520 -0.934 2.521
C -0.650 -0.696 3.235
C -1.124 0.527 2.694
N -0.396 0.880 1.671
N 0.638 -0.058 -0.995
C 0.154 -1.034 -1.818
C -0.963 -0.487 -2.569
C -1.023 0.868 -2.113
N -0.048 1.139 -1.218
H 4.684 3.464 1.354
H 2.088 4.454 0.692
H 4.280 0.713 1.012
H 2.271 -1.055 0.212
H 1.121 -1.813 2.669
H -1.014 -1.320 4.026
H -2.028 1.069 2.866
H 0.421 -2.078 -1.617
H -1.560 -1.021 -3.307
H -1.595 1.641 -2.550
Cl -5.289 7.131 -1.832
C -3.820 6.291 -1.372
C -3.869 4.972 -0.807
C -2.703 4.313 -0.493
Cl -2.750 2.971 0.598
C -1.408 4.857 -0.758
O -0.249 4.214 -0.502
C -1.400 6.214 -1.206
Cl 0.058 7.034 -1.598
C -2.579 6.889 -1.529
H -4.793 4.548 -0.446
H -2.422 7.865 -1.996
Cl -0.433 -9.534 -0.254
C 0.226 -7.959 -0.083
C 1.375 -7.569 -0.723
C 1.750 -6.218 -0.610
C 0.936 -5.236 0.011
C -0.288 -5.633 0.567
C -0.650 -6.987 0.488
C 1.344 -3.797 0.261
O 0.439 -3.050 0.782
O 2.499 -3.345 -0.103
H 1.908 -8.219 -1.438
H 2.707 -5.874 -1.031
H -0.944 -4.891 0.965
H -1.609 -7.335 0.947
*
```

Lowest unoccupied orbital energy (spin up / spin down) ... -2.91 / -6.35 eV
HOMO-LUMO gap (spin up / spin down) ... 6.8 / 5.1 eV
HOMO (spin up / spin down) ... -9.7 / -11.4 eV



[3]
Formula: C35H39N3O4
Source: the Open Molecules 2025 dataset
Level of theory: the ωB97M-V functional and the def2-TZVPD basis

The geometry in ORCA input format:
```
! RIJCOSX wB97M-V def2-TZVPD def2/J DEFGRID3
* xyz 0 1
C -6.278 0.889 0.989
C -6.358 -0.437 1.726
N -5.135 -1.196 1.584
C -5.276 -2.615 1.829
C -4.071 -3.386 1.322
C -2.801 -2.824 1.944
C -2.728 -1.339 1.794
C -3.916 -0.581 1.604
C -3.803 0.835 1.470
C -2.553 1.425 1.422
C -1.343 0.671 1.523
C -0.095 1.306 1.319
C 1.169 0.679 1.208
C 2.375 1.434 1.360
C 3.624 0.841 1.381
C 3.740 -0.578 1.286
N 4.956 -1.190 1.346
C 6.184 -0.434 1.258
C 6.068 0.888 1.995
C 4.856 1.681 1.517
C 5.099 -2.618 1.158
C 3.889 -3.365 1.688
C 2.625 -2.833 1.028
C 2.557 -1.342 1.089
C 1.339 -0.709 0.937
C -1.504 -0.704 1.866
C -5.034 1.680 1.377
H -6.270 0.706 -0.094
H -7.169 1.475 1.230
H -6.582 -0.245 2.791
H -7.172 -1.051 1.324
H -5.407 -2.813 2.909
H -6.189 -2.951 1.322
H -4.183 -4.442 1.581
H -4.009 -3.302 0.230
H -2.768 -3.087 3.013
H -1.927 -3.290 1.475
H -2.491 2.507 1.306
H -0.103 2.394 1.300
H 2.308 2.515 1.480
H 6.977 -1.052 1.692
H 6.450 -0.236 0.203
H 5.970 0.695 3.069
H 6.978 1.469 1.830
H 5.095 2.149 0.548
H 4.660 2.498 2.220
H 5.236 -2.860 0.089
H 6.008 -2.930 1.686
H 4.002 -4.432 1.483
H 3.816 -3.225 2.773
H 2.591 -3.158 -0.023
H 1.748 -3.268 1.523
H 0.491 -1.312 0.619
H -0.653 -1.296 2.198
H -4.870 2.481 0.645
H -5.215 2.180 2.343
C -4.628 -0.038 -2.682
C -3.517 0.917 -3.027
O -2.260 0.253 -2.829
C -1.246 1.126 -3.117
C 0.060 0.542 -2.992
C 1.234 1.265 -3.184
C 1.251 2.704 -3.326
C 2.414 3.401 -3.556
C 3.636 2.706 -3.679
N 4.818 3.419 -4.017
O 5.888 2.779 -4.142
O 4.742 4.657 -4.184
C 3.677 1.300 -3.516
C 2.517 0.598 -3.267
O -1.528 2.286 -3.457
H -5.574 0.498 -2.800
H -4.633 -0.897 -3.362
H -4.552 -0.386 -1.644
H -3.625 1.251 -4.074
H -3.582 1.810 -2.383
H 0.100 -0.525 -2.839
H 0.306 3.240 -3.285
H 2.413 4.483 -3.668
H 4.644 0.804 -3.606
H 2.541 -0.492 -3.149
*
```

Energy relative to the best compared isomer or geometry (same formula, charge and spin) ... 0.000 eV
Lowest unoccupied orbital energy ... -2.16 eV
HOMO-LUMO gap ... 3.2 eV
HOMO ... -5.3 eV



[4]
Formula: C3H4N2O
Source: the Open Molecules 2025 dataset
Level of theory: the ωB97M-V functional and the def2-TZVPD basis

The geometry in ORCA input format:
```
! RIJCOSX wB97M-V def2-TZVPD def2/J DEFGRID3
* xyz 0 1
H -1.062 -2.424 -0.122
N -0.971 -1.380 0.085
C 0.042 -0.789 0.350
C -0.096 0.700 0.383
N -1.321 1.247 -0.090
C -2.281 0.381 0.061
O -3.274 -0.136 -0.088
H 0.897 -1.322 0.702
H -0.226 0.792 1.494
H 0.898 1.287 0.309
*
```

Energy relative to the best compared isomer or geometry (same formula, charge and spin) ... 2.546 eV
SMILES ... [H]/N=C/CN=C=O
Lowest unoccupied orbital energy ... 0.75 eV
HOMO-LUMO gap ... 10.0 eV
HOMO ... -9.3 eV